C28H60O18S | ωB97M-V with the def2-TZVPD basis set

```
! RIJCOSX wB97M-V def2-TZVPD def2/J DEFGRID3
* xyz 0 1
S 6.240 -1.617 3.083
O -3.879 5.463 5.679
O -6.767 5.142 4.673
O 7.428 -2.279 3.496
O -0.110 -3.592 -4.112
O -4.211 4.021 3.030
O -4.162 0.527 -1.560
O 6.987 -2.576 0.605
O -2.410 -4.561 -2.384
O 4.373 2.013 -0.508
O -3.793 3.513 -0.949
O 5.426 -1.126 4.134
O 4.577 -0.069 1.622
O 6.704 -0.493 1.988
O 5.326 -2.504 2.064
O -1.558 1.345 -0.229
O -2.421 -5.531 -5.299
O 2.595 -1.427 0.196
O 2.615 -1.252 -2.069
C 7.555 -2.636 -0.707
C -4.948 2.723 -0.713
C 5.692 -0.554 0.946
C -4.683 6.361 4.931
C -1.134 -5.152 -2.550
C 9.007 -2.143 -0.673
C -4.589 1.280 -0.435
C -7.771 4.575 5.484
C 3.251 -2.709 0.111
C -6.168 6.302 5.223
C 2.268 -0.876 -0.970
C 0.105 -2.197 -4.126
C -1.195 0.634 0.934
C -3.969 4.500 -1.940
C 6.117 0.331 -0.217
C 5.710 1.779 -0.038
C -3.449 3.576 4.137
C -3.438 4.501 1.945
C -4.010 4.071 5.453
C -2.935 0.868 -2.179
C 5.687 -2.097 0.720
C -3.517 -5.033 -4.552
C -2.517 -6.900 -5.620
C -3.077 -4.022 -3.516
C -0.008 -4.178 -2.829
C 9.712 -2.457 0.654
C -1.695 0.525 -1.381
C 4.711 -2.666 -0.290
H 7.205 0.286 -0.259
H -2.616 5.136 2.292
H -2.404 3.893 4.045
H -3.871 1.210 0.384
H -6.641 7.182 4.765
H -1.716 -0.538 -1.113
H -5.502 0.784 -0.098
H 7.016 -2.040 -1.437
H -1.525 -7.242 -5.911
H -3.983 -3.567 -3.110
H -4.490 4.104 -2.818
H -0.813 0.702 -2.012
H -7.463 4.528 6.534
H 5.745 -0.089 -1.153
H -4.090 5.102 1.313
H -5.039 3.736 5.596
H -2.922 1.911 -2.499
H -8.710 5.135 5.402
H 2.719 -3.322 -0.613
H -4.492 6.271 3.861
H 3.108 -3.183 1.075
H -1.433 1.250 1.801
H 5.790 2.067 1.004
H 9.527 -2.648 -1.483
H -2.899 0.263 -3.089
H 9.749 -1.578 1.288
H -5.463 3.120 0.172
H 0.004 -3.410 -2.046
H 4.160 1.286 -1.095
H -0.118 0.426 0.939
H 0.942 -4.729 -2.787
H 7.583 -3.685 -0.999
H -7.943 3.558 5.134
H -2.497 -3.219 -3.975
H -1.754 -0.303 1.018
H 4.822 -2.169 -1.249
H -5.637 2.769 -1.563
H -2.979 4.832 -2.254
H -3.043 3.674 1.352
H -4.058 -5.845 -4.053
H -4.341 7.354 5.233
H -3.416 3.601 6.242
H -0.913 -5.617 -1.585
H -4.206 -4.533 -5.245
H 5.007 -3.700 -0.470
H 1.173 -1.967 -4.087
H 6.370 2.399 -0.644
H -3.202 -7.063 -6.460
H -1.154 -5.957 -3.287
H 3.929 0.295 1.012
H -2.846 -7.494 -4.760
H 9.274 -3.300 1.174
H 1.636 0.016 -0.889
H -0.308 -1.801 -5.053
H 10.751 -2.710 0.448
H -4.516 5.364 -1.546
H -6.323 6.353 6.306
H -3.477 2.478 4.145
H 9.023 -1.073 -0.866
H -0.407 -1.708 -3.289
*
```

Calculated values
Largest force on an atom = 0.027 Eh/bohr
LUMO energy = 0.3209 eV
Energy relative to the best compared isomer or geometry (same formula, charge and spin) = 70.83 kJ/mol



C4H8O2 | ωB97M-V with the def2-TZVPD basis set

```
! RIJCOSX wB97M-V def2-TZVPD def2/J DEFGRID3
* xyz 0 1
O -0.507 -0.642 0.231
O -0.910 1.594 -0.679
C -1.332 0.343 -0.258
C 0.897 -0.464 0.115
C -1.338 0.511 -1.680
C 1.365 -0.386 1.552
H 0.903 0.497 2.007
H -2.256 0.404 0.319
H 2.449 -0.320 1.656
H 1.322 -1.323 -0.427
H -2.276 0.372 -2.234
H -0.450 0.237 -2.238
H 1.137 0.451 -0.442
H 0.995 -1.272 2.079
*
```

Calculated values
Largest force on an atom = 0.028 Eh/bohr
LUMO energy = 1.0987 eV
Energy relative to the best compared isomer or geometry (same formula, charge and spin) = 284.54 kJ/mol



| no. | gap between HOMO and LUMO (hartree) |
| --- | --- |
| 1 | 0.343 |
| 2 | 0.390 |